Computed, not measured: a molecular structure, C14H26BN2PRe at a distorted geometry, with the ωB97M-V functional and the def2-TZVPD basis.

Properties
Gap between HOMO and LUMO (spin up / spin down) (eV): 7.0 / 5.1
Energy (Ha): -1102.20777
ΔE to the lowest compared entry with this formula, charge and spin (eV): 0.013

Geometry as ORCA input:
```
! wB97M-V def2-TZVPD RIJCOSX def2/J DEFGRID3
* xyz 2 4
Re 0.101 0.795 1.017
P 1.062 2.255 -0.333
N 0.056 -0.161 2.657
N 0.909 -1.967 -0.218
C -2.850 -0.942 -1.781
C -0.399 2.563 -1.511
C -1.279 1.351 -1.553
C 2.414 2.042 -1.541
C -3.118 0.155 -2.594
C -1.595 -2.226 -0.097
C -2.334 1.304 -2.471
C -1.041 0.261 -0.628
C 2.151 -1.993 0.578
C -0.185 -2.794 0.247
C -0.111 -0.802 3.646
C -1.796 -0.947 -0.856
C 1.473 3.830 0.465
C 1.125 -1.907 -1.650
B -0.317 -1.564 4.931
H -0.097 -3.855 -0.143
H 0.141 -1.755 -2.127
H 1.622 -2.819 -2.073
H 2.393 3.662 1.037
H 0.678 -2.275 5.033
H -2.517 2.167 -3.130
H 2.616 3.022 -1.998
H 1.761 -1.014 -1.820
H 3.042 -2.422 0.027
H 1.654 4.594 -0.290
H 0.051 2.834 -2.480
H -0.348 2.183 2.044
H -1.087 1.924 1.750
H -0.118 -2.780 1.350
H 1.972 -2.561 1.506
H 3.271 1.628 -0.994
H 2.322 -0.910 0.882
H -3.492 -1.835 -1.888
H -2.053 -3.039 -0.688
H -3.942 0.125 -3.315
H -0.434 -0.680 5.781
H 2.104 1.297 -2.281
H -2.185 -2.144 0.839
H -1.356 -2.169 4.657
H -0.930 3.453 -1.132
H 0.663 4.119 1.141
*
```